11
Properties=species:S:1:pos:R:3:forces:R:3:lowdin_charge:R:1 method="wB97M-V/def2-TZVPD" de_lowest_kcal_mol=182.1 e_lumo_ev="0.047 / 0.895" molar_mass_g_mol=78.07 e_tot_ev=-8202.9804 orbital_gap_ev="7.39 / 10.27"
C -0.830941 -0.292397 0.473949 -1.5 -2.0 -3.1 -0.07
N -0.214053 0.467404 -0.620484 -0.5 1.4 1.4 -0.19
N 0.438551 1.557310 -0.317593 0.0 -0.7 0.5 0.07
O 2.175750 -0.519739 -0.394166 0.2 -0.7 -0.2 -0.12
O 2.034092 0.261915 0.688872 -0.4 1.0 0.9 -0.21
H -1.575147 0.299870 0.938748 -1.0 0.8 0.3 0.06
H -1.403345 -1.251842 0.021447 1.8 2.0 1.3 0.14
H -0.044553 -0.410140 1.166144 0.8 -1.1 0.8 0.05
H -0.198915 0.212185 -1.580079 0.0 -0.4 -0.4 0.12
H 0.259162 1.773814 0.681743 0.1 -0.2 -0.7 0.07
H 2.962676 -0.119597 -0.771174 0.3 -0.1 -0.7 0.09